Version one
{"formula": "H10LiO5", "method": "ωB97M-V with the def2-TZVPD basis set", "elements": ["Li", "O", "H", "H", "O", "H", "H", "O", "H", "H", "O", "H", "H", "O", "H", "H"], "positions_angstrom": [[-0.07075, -0.13575, 0.09381], [-1.07675, 1.47025, -0.06119], [-1.96775, 1.49225, 0.51481], [-1.19775, 2.42525, 0.03181], [-1.79775, -0.55875, 0.73181], [-2.71075, -0.69975, 0.58381], [-1.94375, -1.08375, 1.62781], [1.57825, 1.02325, 0.45481], [2.38125, 0.67325, 0.43781], [1.52625, 1.96725, 0.57381], [1.23125, -1.46875, 0.47281], [2.07625, -1.61875, 0.09581], [1.04525, -2.21975, 0.99981], [0.08925, -0.20775, -1.95419], [0.03225, -1.09975, -2.06119], [0.80525, 0.04125, -2.54219]], "nbo_charge": [0.873, -0.954, 0.488, 0.486, -0.964, 0.498, 0.495, -0.955, 0.476, 0.502, -0.962, 0.495, 0.496, -0.938, 0.471, 0.493], "molar_mass_g_mol": 97.02, "charge": 1, "gap_ha": 0.448}

=====

Version two
{"formula": "H10LiO5", "method": "ωB97M-V with the def2-TZVPD basis set", "elements": ["Li", "O", "H", "H", "O", "H", "H", "O", "H", "H", "O", "H", "H", "O", "H", "H"], "positions_angstrom": [[-0.08339, -0.17914, 0.03135], [1.79731, 0.78476, -0.24116], [2.01670, 1.55219, 0.18115], [2.44492, 0.40693, -0.73389], [-0.92202, 1.49461, -1.10897], [-0.18687, 2.11982, -1.19145], [-1.53888, 2.06976, -1.64180], [0.71867, -1.85728, 1.30252], [1.55414, -2.30680, 1.63983], [-0.15201, -2.35650, 1.36525], [-0.93249, -1.51137, -1.28455], [-0.79051, -2.41988, -1.06891], [-0.50455, -1.31883, -2.21089], [-0.83564, 0.98580, 1.62581], [-1.20118, 1.68236, 1.10051], [-1.38418, 0.85355, 2.23520]], "nbo_charge": [0.897, -0.965, 0.495, 0.493, -0.975, 0.485, 0.506, -1.011, 0.526, 0.501, -0.980, 0.494, 0.511, -0.932, 0.489, 0.465], "molar_mass_g_mol": 97.02, "charge": 1, "gap_ha": 0.453}

=====

Of them, version two has the highest stability.

=====

Version one
{"formula": "H10LiO5", "method": "ωB97M-V with the def2-TZVPD basis set", "elements": ["Li", "O", "H", "H", "O", "H", "H", "O", "H", "H", "O", "H", "H", "O", "H", "H"], "positions_angstrom": [[-0.12220, 0.26639, 0.28150], [0.85951, -0.97108, 1.62604], [0.58318, -0.48792, 2.42004], [1.42820, -1.67736, 1.95541], [1.13651, 0.90122, -1.27373], [2.07980, 0.92930, -1.06092], [1.03818, 1.45737, -2.05744], [-1.90751, -0.13935, -0.27667], [-1.98186, -0.93392, -0.83805], [-2.56360, 0.48896, -0.60559], [-0.11685, 2.01919, 1.50858], [0.77781, 2.06902, 1.87403], [-0.44976, 2.92441, 1.55612], [-0.45801, -2.16501, -1.39185], [-0.42308, -3.05465, -1.76665], [0.11968, -1.62658, -1.95081]], "nbo_charge": [0.913, -0.983, 0.490, 0.513, -0.985, 0.499, 0.506, -1.005, 0.524, 0.499, -0.979, 0.489, 0.509, -0.971, 0.497, 0.484], "molar_mass_g_mol": 97.02, "charge": 1, "gap_ha": 0.444}

=====

Version two
{"formula": "H10LiO5", "method": "ωB97M-V with the def2-TZVPD basis set", "elements": ["Li", "O", "H", "H", "O", "H", "H", "O", "H", "H", "O", "H", "H", "O", "H", "H"], "positions_angstrom": [[13.91714, 2.52282, 16.49950], [13.42147, 1.08919, 15.77744], [12.57846, 0.63953, 15.71944], [13.88858, 0.82666, 14.98427], [14.24254, 3.86135, 17.14331], [13.74801, 4.65936, 17.33000], [15.14995, 4.15492, 17.06167], [13.71955, 3.12363, 15.15638], [14.15668, 3.82385, 14.67178], [13.29507, 2.59365, 14.48173], [15.29811, 2.09301, 16.58926], [15.59284, 1.94906, 17.48851], [16.08945, 1.99788, 16.05921], [13.02923, 2.01738, 17.62714], [12.32202, 2.37945, 18.16099], [12.89665, 1.07012, 17.66366]], "nbo_charge": [0.801, -0.947, 0.493, 0.487, -0.951, 0.494, 0.497, -0.948, 0.493, 0.490, -0.963, 0.506, 0.504, -0.952, 0.501, 0.496], "molar_mass_g_mol": 97.02, "charge": 1, "gap_ha": 0.446}

=====

Of them, version one has the highest stability.

=====

Version one
{"formula": "CH2FNO", "method": "ωB97M-V with the def2-TZVPD basis set", "elements": ["O", "N", "C", "F", "H", "H"], "positions_angstrom": [[-0.97881, -0.45169, 1.30353], [-0.34455, -0.43220, 0.23570], [0.23942, 0.55540, -0.35607], [1.12712, 0.24263, -1.27343], [-0.40413, -1.34803, -0.14842], [0.36094, 1.43389, 0.23868]], "nbo_charge": [-0.516, -0.057, 0.329, -0.304, 0.375, 0.173], "molar_mass_g_mol": 63.03, "gap_ha": 0.357}

=====

Version two
{"formula": "CH2FNO", "method": "ωB97M-V with the def2-TZVPD basis set", "elements": ["N", "C", "O", "H", "F", "H"], "positions_angstrom": [[0.03345, 1.15007, -0.56390], [0.14180, 0.53802, -1.59153], [0.14059, -0.04716, -2.58823], [0.75476, 1.14418, 0.19789], [-0.83763, -1.36365, 1.87777], [-0.23298, -1.42146, 2.66801]], "nbo_charge": [-0.784, 0.860, -0.501, 0.425, -0.562, 0.562], "molar_mass_g_mol": 63.03, "gap_ha": 0.421}

=====

Version three
{"formula": "CH2FNO", "method": "ωB97M-V with the def2-TZVPD basis set", "elements": ["C", "N", "O", "H", "F", "H"], "positions_angstrom": [[-1.22198, -0.18730, 0.05524], [-1.66509, 0.88632, 0.47287], [-0.59921, 0.70063, -0.69051], [-1.13632, -1.24421, 0.20222], [2.22157, 0.44947, 0.15187], [1.56998, 0.83355, -0.41001]], "nbo_charge": [0.343, -0.104, -0.446, 0.213, -0.575, 0.568], "molar_mass_g_mol": 63.03, "gap_ha": 0.405}

=====

Of them, version two has the highest stability.

=====

Version one
{"formula": "C4H3NO3", "method": "ωB97M-V with the def2-TZVPD basis set", "elements": ["O", "C", "C", "C", "O", "N", "C", "O", "H", "H", "H"], "positions_angstrom": [[2.51573, -0.05047, -0.06333], [1.64356, -0.86913, 0.03361], [0.23316, -0.51187, 0.00280], [-0.77983, -1.38476, 0.03880], [-1.93484, -0.73775, -0.01020], [-1.66548, 0.61325, -0.08275], [-0.37834, 0.78453, -0.02418], [0.25022, 1.96666, 0.01602], [1.82939, -1.95201, 0.10850], [-0.77069, -2.46646, 0.15164], [-0.36052, 2.58566, 0.47310]], "nbo_charge": [-0.498, 0.415, -0.333, 0.200, -0.259, -0.194, 0.467, -0.627, 0.111, 0.218, 0.499], "molar_mass_g_mol": 113.07, "gap_ha": 0.394}

=====

Version two
{"formula": "C4H3NO3", "method": "ωB97M-V with the def2-TZVPD basis set", "elements": ["C", "C", "C", "C", "H", "H", "H", "N", "O", "O", "O"], "positions_angstrom": [[-1.04746, 0.56587, -1.60651], [-0.24698, -0.13796, -0.72050], [0.73054, -0.36058, 1.33442], [-0.64473, -1.36053, -0.05524], [-1.58656, 2.37693, -2.47139], [-1.73184, -0.01417, -2.26210], [-1.14644, -2.19385, -0.40022], [-0.16001, -1.52207, 1.11666], [-0.44376, 1.64571, -2.05946], [0.72502, 0.50021, 0.20243], [1.32333, 0.13467, 2.30754]], "nbo_charge": [0.143, 0.117, 0.829, 0.084, 0.454, 0.189, 0.213, -0.448, -0.571, -0.473, -0.537], "molar_mass_g_mol": 113.07, "gap_ha": 0.294}

=====

Version three
{"formula": "C4H3NO3", "method": "ωB97M-V with the def2-TZVPD basis set", "elements": ["C", "C", "C", "C", "H", "H", "H", "N", "O", "O", "O"], "positions_angstrom": [[0.94546, 0.31581, 0.62868], [-0.98558, -0.44302, -0.11199], [-1.42869, -0.51536, -1.54094], [0.18669, 0.10913, -0.56058], [2.47753, 1.22778, 0.07183], [-1.56020, -1.50165, -1.97840], [-2.29553, 0.10859, -1.81388], [-1.11790, -0.53353, 1.20058], [2.09050, 0.92921, 0.91875], [0.16205, -0.06345, 1.60363], [-0.14052, 0.02183, -1.91922]], "nbo_charge": [0.569, 0.076, -0.075, 0.038, 0.502, 0.209, 0.209, -0.125, -0.634, -0.298, -0.471], "molar_mass_g_mol": 113.07, "gap_ha": 0.328}

=====

Of them, version one has the highest stability.

=====

Version one
{"formula": "C5H15N2O2", "method": "ωB97M-V with the def2-TZVPD basis set", "elements": ["C", "C", "C", "C", "C", "N", "N", "O", "O", "H", "H", "H", "H", "H", "H", "H", "H", "H", "H", "H", "H", "H", "H", "H"], "positions_angstrom": [[1.22577, -1.90853, -0.81845], [2.05758, 0.39519, -0.56226], [-2.43301, -1.11201, -0.33571], [-1.22507, 2.03022, 0.56596], [-0.35794, 0.07514, -0.07564], [0.97611, 0.71933, 2.00717], [0.86826, -0.48209, -0.95430], [-1.14760, -0.80042, 0.39158], [-0.66166, 1.25910, -0.45558], [0.32676, -2.46125, -0.84444], [1.78803, -2.16374, -1.61047], [1.69752, -2.17409, 0.16275], [1.91026, 0.68830, 0.41846], [2.97467, -0.01782, -0.96672], [1.94639, 1.33762, -1.13948], [-2.86500, -0.20652, -0.67910], [-2.95828, -1.59480, 0.41996], [-2.23871, -1.76494, -1.14508], [-0.82854, 1.70466, 1.52899], [-2.29166, 2.04209, 0.62679], [-0.94380, 3.10135, 0.38175], [0.72373, 1.69212, 2.28392], [0.78217, -0.00829, 2.73435], [0.67402, -0.35065, -1.93445]], "nbo_charge": [-0.405, -0.443, -0.248, -0.282, 0.880, -0.883, -0.409, -0.520, -0.501, 0.221, 0.223, 0.248, 0.292, 0.229, 0.217, 0.200, 0.224, 0.194, 0.213, 0.204, 0.221, 0.339, 0.358, 0.425], "molar_mass_g_mol": 135.19, "charge": 1, "gap_ha": [0.275, 0.366]}

=====

Version two
{"formula": "C5H15N2O2", "method": "ωB97M-V with the def2-TZVPD basis set", "elements": ["C", "O", "C", "C", "C", "C", "N", "N", "H", "H", "H", "H", "H", "H", "H", "H", "H", "H", "H", "H", "H", "H", "H", "O"], "positions_angstrom": [[0.99163, 2.15883, 0.76572], [2.29114, 1.92180, 1.30133], [0.30330, 0.80780, 0.57652], [0.24047, 0.39051, -0.90349], [-0.97787, -0.38031, -1.27157], [-1.78729, -0.18993, -2.26697], [-1.30681, -1.46891, -0.32540], [-1.07111, 0.70430, 1.16715], [0.43046, 2.84329, 1.42163], [1.09717, 2.66791, -0.19424], [2.85292, 2.66484, 1.10450], [0.85964, 0.02494, 1.08109], [1.09757, -0.21655, -1.16766], [0.20939, 1.27676, -1.53747], [-2.66169, -0.80505, -2.44703], [-1.70598, 0.63139, -2.95046], [-0.44341, -1.88282, 0.05077], [-1.86026, -2.19838, -0.77297], [-1.83182, -1.05871, 0.45521], [-1.65109, 1.46296, 0.80492], [-1.00608, 0.96587, 2.14638], [1.54147, -3.06599, -0.26923], [1.18528, -3.81407, 1.03672], [0.83209, -3.19512, 0.36855]], "nbo_charge": [-0.074, -0.716, -0.079, -0.463, 0.159, -0.363, -0.728, -0.873, 0.178, 0.171, 0.483, 0.216, 0.238, 0.241, 0.216, 0.238, 0.467, 0.434, 0.476, 0.367, 0.386, 0.492, 0.512, -0.977], "molar_mass_g_mol": 135.19, "charge": 1, "gap_ha": 0.395}

=====

Of them, version two has the highest stability.

=====

Version one
{"formula": "C3H6N4S", "method": "ωB97M-V with the def2-TZVPD basis set", "elements": ["C", "N", "C", "N", "C", "N", "N", "S", "H", "H", "H", "H", "H", "H"], "positions_angstrom": [[-2.61104, -0.86034, 0.03329], [-1.16068, -0.93375, -0.18301], [-0.54610, 0.13814, -0.07001], [-0.84353, 1.51804, 0.08037], [0.37644, 2.07901, -0.15069], [1.35868, 1.26040, 0.12405], [0.88247, 0.09314, 0.14897], [1.57628, -1.37111, -0.05725], [-2.94652, -0.86425, 1.24018], [-3.14888, -1.83207, -0.14302], [-3.14844, -0.08635, -0.55450], [-1.83494, 1.92919, -0.13341], [0.46933, 3.20447, -0.08256], [0.41446, -2.11896, 0.52117]], "nbo_charge": [-0.450, -0.562, 0.527, -0.618, 0.110, -0.233, -0.375, 0.180, 0.184, 0.214, 0.178, 0.442, 0.205, 0.198], "molar_mass_g_mol": 130.18, "gap_ha": 0.301}

=====

Version two
{"formula": "C3H6N4S", "method": "ωB97M-V with the def2-TZVPD basis set", "elements": ["C", "C", "C", "H", "H", "H", "H", "H", "H", "N", "N", "N", "N", "S"], "positions_angstrom": [[-0.03660, 0.76696, 0.87435], [0.66861, -0.40148, 1.09003], [0.25003, -1.25982, -0.05674], [1.55689, 1.80894, 1.96297], [0.39696, 2.60394, 0.75160], [1.50456, -0.48425, 1.80246], [-0.02338, -2.47447, -1.41590], [-1.42830, -1.09730, -2.88674], [-1.77589, 1.00412, 0.18325], [0.21658, 1.92830, 1.56938], [0.50799, -2.44234, -0.40885], [-0.66016, -0.48124, -0.74466], [-0.82389, 0.87413, -0.26962], [-0.35339, -0.34550, -2.45152]], "nbo_charge": [0.329, -0.387, 0.365, 0.360, 0.377, 0.239, 0.321, 0.122, 0.383, -0.765, -0.651, -0.424, -0.446, 0.177], "molar_mass_g_mol": 130.18, "gap_ha": 0.315}

=====

Version three
{"formula": "C3H6N4S", "method": "ωB97M-V with the def2-TZVPD basis set", "elements": ["H", "N", "C", "N", "N", "C", "N", "C", "S", "H", "H", "H", "H", "H"], "positions_angstrom": [[-0.61184, 1.64900, -2.15509], [-1.53637, 1.24520, -2.07429], [-1.57328, 0.57811, -1.03522], [-0.51666, 0.34053, -0.07436], [0.75861, 0.81132, -0.45095], [-0.66725, -0.65433, 0.92295], [0.27381, -1.12969, 1.68245], [1.59523, -1.13584, 1.66677], [2.53897, -1.90484, 0.60134], [-2.41130, -0.02509, -0.76080], [1.24579, 0.23452, -1.21059], [0.63982, 1.77915, -0.72219], [-1.65394, -1.06821, 1.06935], [1.91841, -0.71982, 2.54063]], "nbo_charge": [0.325, -0.621, 0.281, -0.307, -0.653, 0.320, -0.460, -0.059, -0.120, 0.163, 0.382, 0.361, 0.204, 0.184], "molar_mass_g_mol": 130.18, "gap_ha": 0.323}

=====

Version four
{"formula": "C3H6N4S", "method": "ωB97M-V with the def2-TZVPD basis set", "elements": ["H", "N", "C", "N", "C", "N", "C", "N", "S", "H", "H", "H", "H", "H"], "positions_angstrom": [[-1.02835, -0.55459, 1.57245], [-1.21331, -1.41116, 1.01720], [-1.22379, -1.16720, -0.22990], [-1.03723, 0.03169, -0.91920], [-0.39852, 1.20377, -0.51113], [0.43745, 1.43569, 0.40867], [1.04309, 0.50013, 1.23079], [1.90988, -0.38426, 0.95050], [2.39918, -0.72106, -0.63718], [-1.39851, -1.99433, -0.88764], [-1.46983, 0.09761, -1.82522], [-0.71216, 2.03782, -1.13385], [0.86383, 0.63920, 2.29786], [1.82829, 0.28669, -1.33335]], "nbo_charge": [0.331, -0.612, 0.266, -0.645, 0.312, -0.503, 0.207, -0.572, 0.190, 0.173, 0.409, 0.181, 0.188, 0.075], "molar_mass_g_mol": 130.18, "gap_ha": 0.334}

=====

Of them, version four has the highest stability.